Entry 1:
Density functional theory data (ωB97M-V with the def2-TZVPD basis set) for a cluster of 5 separate species, C11H34N8O5 in total.

Output
Energy above the lowest of the compared OMol25 structures with the same formula, charge and spin: 0.000 eV
SMILES: COC[C@H](C)N.COC[C@H](C)N.NC(N)=O.NC(N)=O.NC(N)=O
F_max: 0.0392 hartree/bohr
E_tot: -1253.85214 Ha
Lowest unoccupied orbital energy: 0.480 eV
HOMO level: -9.37 eV

```
! wB97M-V def2-TZVPD RIJCOSX def2/J DEFGRID3
* xyz 0 1
H -0.84910 0.33299 -1.22307
H -0.12445 -1.27238 -3.51750
H 2.35407 1.08840 -1.45002
H 4.30993 2.13493 -4.15675
N -0.12472 -2.86885 0.88524
H -2.47524 -0.91056 -2.65406
N -2.49514 -0.16989 -3.34262
O -1.42118 -0.22210 3.60301
H -1.23956 -4.11954 2.82710
N -0.26425 -4.32066 2.71183
H -1.37898 1.42767 -4.04186
H -1.48822 1.89007 -1.76270
O 1.01427 0.32873 -4.16237
H 0.18413 1.55316 -1.98115
N -4.44066 1.80344 2.96375
H 3.60623 0.94434 0.18560
H -4.74373 2.28080 2.11939
H 2.92672 0.11185 -4.94198
H -3.71031 -0.00601 2.19390
N 1.03447 0.33259 2.07369
H -3.27571 -0.13897 4.49525
H 0.41161 -2.28170 0.26746
H -3.22033 0.49465 -3.10399
H -0.60747 -0.50529 -5.09440
N 3.04903 0.81585 1.02632
H -1.12693 -2.88180 0.86536
O 4.78405 1.14701 -1.17608
C 0.51713 -3.59902 1.84300
H 0.02677 -1.18212 4.69935
H 3.41958 1.06471 1.92424
C -3.32188 0.91761 2.64012
H -2.87722 1.93388 0.75197
H 1.73034 -1.18137 -5.37647
C -2.35729 1.52074 1.62630
H -1.45113 -0.91297 5.58931
C -2.61502 0.51237 3.92332
C 4.16060 1.44565 -2.19613
H -2.25387 1.41221 4.43673
H -1.83085 2.39609 2.02319
H 5.75904 1.48064 -3.51579
C 2.07192 -0.47928 -4.61324
H -1.65401 0.80526 1.20330
C 1.77274 0.37078 0.92829
C -0.79598 1.07698 -2.01789
C -0.22594 -0.33947 -4.08362
N 2.79341 1.52872 -2.25256
H -1.44019 -2.15020 4.32712
N 4.80583 1.75371 -3.37353
H 1.32616 0.72266 2.94716
H -4.08002 2.58177 3.51760
C -1.05797 -1.16177 4.59734
C -1.22509 0.56736 -3.38635
H 2.51339 -1.06089 -3.78896
H 0.19781 -4.90208 3.38273
H 0.09526 -0.00665 1.98072
O 1.74976 -3.62400 1.92953
O 1.28864 0.05026 -0.16509
H 2.26952 1.46968 -3.11106
*
```

Entry 2:
Density functional theory data (ωB97M-V with the def2-TZVPD basis set) for a structure of composition C24H38NO2P3Pb.

Output
F_max: 0.1429 hartree/bohr
E_tot: -2357.75788 Ha
Lowest unoccupied orbital energy (alpha / beta): -13.619 / -13.830 eV
HOMO level (alpha / beta): -17.28 / -17.03 eV

```
! wB97M-V def2-TZVPD RIJCOSX def2/J DEFGRID3
* xyz 4 1
H -3.00099 1.77186 3.06142
H -0.07212 4.80751 2.20960
C -3.58508 2.24282 2.24446
P 2.90896 -0.68667 2.34040
P -3.61482 1.04492 0.81305
C 0.24134 4.63411 -1.19549
H 3.42546 3.93806 -0.15946
H -3.88554 -0.99699 2.06854
H -3.82683 2.85080 -0.74937
H 1.12880 -2.50852 -4.20528
C 0.74034 -1.69180 -4.84314
H 2.34846 4.19015 2.05858
H -1.90472 -7.59647 0.52809
C 0.38529 4.62813 1.23944
C -2.70552 -5.61476 0.85166
H -4.60966 2.51360 2.57513
H 0.96507 -0.07780 3.81843
H -0.34403 -1.88144 -4.94125
H 2.84416 1.32115 -3.29428
C -0.06644 -4.70928 0.50280
H 0.44669 2.25051 -4.09730
H -2.98312 3.13621 1.94650
H 0.44786 -6.79357 0.30485
H -4.53674 1.37123 -1.41764
H -3.20288 -3.51426 1.19583
Pb 0.42618 2.56034 0.23687
C -2.41012 -4.23563 0.96575
P 0.98581 -0.14672 -3.86613
H -5.51466 -0.22910 1.66259
C -1.07874 -3.79449 0.85068
N -0.57879 -1.32096 1.57150
C 0.17160 1.33235 -4.68039
O 1.85519 -1.64455 -0.66189
C -1.67210 -6.52156 0.58455
C -1.03335 0.07733 -1.53190
H -1.38967 5.17545 0.13297
C 4.44346 0.32408 2.18262
H 0.94253 -4.35009 0.33434
H 2.08869 4.25552 -2.24596
H -0.92011 1.24152 -4.49797
C 2.77586 0.38872 -3.89795
H -4.50225 -1.13297 0.42129
H 2.26222 -2.88673 3.09702
C -4.50416 -0.47773 1.30898
H 1.24759 -1.66749 -5.81772
C -0.78187 -2.41804 1.21738
H 3.74350 -2.25224 3.97990
C 1.60090 4.26181 -1.27951
C 2.35533 4.08695 -0.10072
H -0.29216 4.90072 -2.10068
H 5.09809 0.17850 3.05770
C 3.23628 -2.36834 3.00907
H 3.17912 0.53492 -4.91651
C -0.36597 4.81660 0.06233
C 1.74888 4.26394 1.15892
H 4.14195 1.38786 2.05983
H 3.39572 -0.35248 -3.36373
H 3.84193 -2.92098 2.26673
H 1.83638 1.34957 3.25990
H -5.47268 2.31626 -0.18535
H 4.96436 0.03619 1.25307
H 0.38943 1.44286 -5.77015
C 2.02001 -0.62017 -0.11607
C 1.99052 0.31038 3.64255
C -0.36071 -6.08128 0.43428
C -4.47797 1.98934 -0.50863
O -1.76495 -0.79787 -1.68881
H -3.73321 -5.94341 1.02780
H 2.56801 0.30212 4.59585
*
```